1.
Below is C4H7NOP2S as an isolated structure in a non-equilibrium geometry, with properties calculated with the ωB97M-V functional and the def2-TZVPD basis.

Each line ends with the Löwdin charge.
CARTESIAN COORDINATES (ANGSTROEM)
C -0.6340 -0.7115 1.2183  -0.292
C -2.0384 -0.4051 -1.1047  -0.886
C 0.3180 1.1342 0.0784  -0.416
C 1.7994 0.9003 -0.0843  -0.125
N -0.4009 0.5223 1.1060  0.013
O 0.1158 -1.6430 0.5310  -0.457
P 0.1637 -1.9207 -1.1224  0.654
P -2.0549 -2.1313 -1.7682  0.557
S -0.4728 0.1678 -1.7002  0.639
H -1.2603 -1.1248 1.9699  0.122
H -2.9422 0.1962 -1.6191  0.017
H -0.2835 1.9542 -0.2432  0.082
H 1.9148 1.0141 -1.1613  0.041
H 2.4256 0.0695 0.3172  0.094
H 2.2451 1.8720 0.4156  0.115
H -2.3673 -2.7854 -0.5970  -0.158

Its gap between HOMO and LUMO (alpha / beta) is 7.28 / 7.28 eV. The value obtained for the energy relative to the best compared isomer or geometry (same formula, charge and spin) is 2.471 eV. The calculation puts the LUMO energy (alpha / beta) at 0.13 / 0.13 eV.

---

2.
Below is a 3-piece molecular cluster, C20H42ClN4O6S overall in a non-equilibrium geometry, with properties calculated with the ωB97M-V functional and the def2-TZVPD basis.

Each line ends with the Löwdin charge.
CARTESIAN COORDINATES (ANGSTROEM)
C -0.3116 -3.5636 3.5917  -0.099
C 0.3916 -3.5319 2.2360  -0.248
C 0.2673 -2.1453 1.5903  -0.208
C -0.1435 -2.2982 0.1265  -0.181
C 0.0320 -1.0280 -0.6863  -0.089
N -0.9834 -0.0108 -0.4164  0.070
C -2.3063 -0.1222 -0.5201  -0.305
N -3.0352 -1.1616 -0.9243  0.105
C -4.4860 -1.0564 -1.0273  -0.153
C -4.9420 -0.2742 -2.2674  -0.171
C -6.2831 0.4234 -2.1218  -0.172
C -6.3814 1.4251 -0.9810  -0.184
O -5.4434 2.5050 -1.0744  -0.077
C -5.7233 3.4078 -2.0718  -0.305
O -6.1728 4.5135 -1.8271  0.100
N -2.9035 1.0317 -0.1545  0.204
C -1.9160 1.8320 0.1354  -0.071
N -0.7346 1.2747 -0.0005  0.020
C 0.6209 1.7803 0.1923  -0.091
C 0.7025 3.1258 0.8979  -0.142
C 1.3634 3.0086 2.2677  -0.191
C 2.7737 2.3991 2.1464  -0.266
S 2.8429 0.9723 3.2001  0.323
O 3.1688 1.4046 4.5077  -0.287
O 1.6596 0.1977 3.0467  -0.347
Cl 4.3488 -0.1507 2.4064  0.417
H -0.1612 -4.5016 4.1104  0.072
H -1.3754 -3.4113 3.4344  0.074
H 0.0626 -2.7527 4.2032  0.073
H 1.4338 -3.8059 2.3428  0.105
H -0.0672 -4.2917 1.6066  0.103
H -0.4768 -1.5732 2.1286  0.109
H 1.2385 -1.6605 1.6253  0.083
H 0.4823 -3.0527 -0.3313  0.110
H -1.1530 -2.6987 0.1220  0.104
H 0.0307 -1.2323 -1.7514  0.138
H 1.0203 -0.6498 -0.4756  0.110
H -2.5875 -2.0113 -1.2094  0.138
H -4.8540 -2.0663 -1.1424  0.127
H -4.8928 -0.6754 -0.1024  0.111
H -4.1845 0.4480 -2.5460  0.103
H -4.9945 -0.9794 -3.0912  0.113
H -7.1049 -0.2773 -2.0105  0.124
H -6.4896 0.9671 -3.0378  0.108
H -6.2114 0.9644 -0.0205  0.114
H -7.3834 1.8439 -0.9787  0.130
H -5.4600 3.1096 -3.0948  0.144
H -2.0896 2.8408 0.4472  0.148
H 1.1886 1.0085 0.6978  0.101
H 1.0664 1.8779 -0.7932  0.130
H -0.2467 3.6279 1.0320  0.106
H 1.3093 3.7961 0.3041  0.117
H 1.4805 4.0156 2.6466  0.122
H 0.7298 2.4982 2.9800  0.116
H 3.0069 2.1247 1.1264  0.046
H 3.5160 3.1263 2.4369  0.116
C 4.1848 -4.5835 -0.4445  -0.084
C 3.9136 -3.5974 -1.5644  -0.301
O 2.9862 -2.5853 -1.1557  -0.100
H 3.2571 -5.0567 -0.1202  0.073
H 4.8794 -5.3596 -0.7659  0.079
H 4.6129 -4.0752 0.4231  0.073
H 3.4698 -4.1020 -2.4203  0.114
H 4.8427 -3.1215 -1.8905  0.111
H 3.3804 -2.1243 -0.4087  0.066
C 5.0317 2.9265 -2.3745  -0.075
C 4.0720 2.8505 -1.2046  -0.316
O 3.9818 1.5197 -0.6809  -0.125
H 4.7166 2.2494 -3.1681  0.082
H 5.0813 3.9388 -2.7756  0.083
H 6.0358 2.6270 -2.0680  0.081
H 3.0660 3.1332 -1.5181  0.104
H 4.3876 3.5320 -0.4062  0.114
H 4.8615 1.2606 -0.3884  0.077

Its gap between HOMO and LUMO is 10.23 eV. Its net charge is +1. The calculation puts the LUMO energy at -2.21 eV.

---

3.
Below is a 2-piece molecular cluster, C13H14NO2 overall in a non-equilibrium geometry, with properties calculated with the ωB97M-V functional and the def2-TZVPD basis.

Each line ends with the Löwdin charge.
CARTESIAN COORDINATES (ANGSTROEM)
C -1.3868 -4.0182 -0.8207  -0.085
C 0.1300 -4.0595 -0.8351  -0.085
C 0.5888 -2.6045 -0.7383  -0.425
O 1.7209 -2.1830 -0.8649  0.087
N -0.5564 -1.8462 -0.4961  0.192
C -1.7545 -2.5420 -0.6891  -0.424
O -2.8512 -2.0205 -0.7371  0.082
H -1.8347 -4.4277 -1.7350  0.129
H -1.7839 -4.5437 0.0582  0.128
H 0.4946 -4.6052 0.0451  0.128
H 0.5195 -4.5335 -1.7449  0.128
H -0.5766 -0.8450 -0.6248  0.093
C -0.5465 1.2300 -0.7523  -0.075
C -1.7745 1.4624 0.0383  -0.173
C -1.2654 2.1343 1.3561  -0.111
C 0.2328 2.2178 1.1721  -0.161
C 0.5941 1.6574 -0.1038  -0.220
C 1.9221 1.7589 -0.5882  -0.018
C 2.8507 2.5219 0.1312  -0.091
C 2.4987 3.0875 1.3644  -0.088
C 1.1835 2.9508 1.8850  -0.035
H -0.5373 0.8529 -1.8177  0.140
H -2.4962 2.1179 -0.4548  0.114
H -2.3461 0.5645 0.3185  0.102
H -1.6675 3.1448 1.4756  0.116
H -1.5564 1.5067 2.2199  0.121
H 2.1669 1.2836 -1.5438  0.114
H 3.8450 2.6912 -0.3021  0.104
H 3.2657 3.6159 1.9394  0.099
H 0.9206 3.4306 2.8448  0.114

Its gap between HOMO and LUMO (alpha / beta) is 7.70 / 8.64 eV. The spin multiplicity is 2. The calculation puts the LUMO energy (alpha / beta) at 0.78 / -0.44 eV.

---

4.
Below is one molecule with the formula C3H6N2 in a non-equilibrium geometry, with properties calculated with the ωB97M-V functional and the def2-TZVPD basis.

Each line ends with the Löwdin charge.
CARTESIAN COORDINATES (ANGSTROEM)
C -0.5645 -1.7429 0.5985  -0.060
N 0.4821 -1.0401 0.6737  -0.007
N 0.3536 0.4080 0.7487  -0.100
C 1.0292 1.0279 -0.4260  -0.135
C -0.4380 0.9621 -0.3316  -0.188
H -0.4403 -2.7532 0.5321  0.027
H -1.6373 -1.6131 0.5430  0.078
H 1.6107 0.4935 -1.0534  0.062
H 1.4558 1.9871 -0.0860  0.106
H -0.9879 1.9915 -0.1817  0.140
H -0.8634 0.2792 -1.0173  0.076

Its gap between HOMO and LUMO is 10.58 eV. The value obtained for the energy relative to the best compared isomer or geometry (same formula, charge and spin) is 3.589 eV. The structure (SMILES) is C=NN1CC1. The calculation puts the LUMO energy at 1.16 eV.